Entry 1:
51
Properties=species:S:1:pos:R:3:forces:R:3:lowdin_charge:R:1 method="wB97M-V/def2-TZVPD" total_energy_ha=-2560.90591 de_lowest_ev=0.290 multiplicity=2 e_homo_ev="-9.458 / -9.364" e_lumo_ev="-0.76 / -1.37"
Ru -0.424 -0.046 -0.881 0.68 0.11 -0.32 1.444
S 0.864 -1.916 -2.436 -0.08 -0.01 -0.10 0.565
S 0.904 2.452 -0.272 -0.14 -0.02 -0.06 0.650
F 0.823 0.256 -3.904 0.01 -0.01 0.00 0.126
F 2.685 -0.850 -3.983 0.01 -0.01 0.00 0.158
F 0.936 -1.588 -5.027 0.00 -0.01 0.00 0.154
O -2.957 -1.727 -0.337 0.00 0.01 0.02 -0.045
O 0.764 3.878 -0.302 0.03 -0.02 0.00 -0.269
O 1.140 1.752 -1.545 -0.20 -0.12 -0.07 -0.351
O -0.088 -3.310 1.053 0.06 -0.02 0.02 0.134
O 1.494 -1.208 -1.311 -0.05 0.11 0.11 -0.357
O 1.223 -3.261 -2.699 0.00 0.01 0.08 -0.208
O -0.593 -1.609 -2.324 0.08 0.00 -0.02 -0.389
O -0.552 -1.164 0.664 -0.52 -0.12 0.06 -0.181
N -2.077 1.064 -1.014 0.12 0.02 0.08 -0.043
N -0.439 1.706 0.291 0.08 0.01 0.13 -0.183
C -2.276 3.347 -0.366 0.03 -0.03 0.05 0.014
C -3.004 -3.261 1.526 0.08 0.03 0.04 -0.005
C -2.290 -3.957 -0.773 0.09 0.00 -0.01 0.000
C 3.266 2.438 2.935 -0.01 0.01 0.00 -0.030
C -0.849 -2.474 0.647 0.45 0.20 0.09 -0.544
C -3.944 2.263 -1.752 0.00 0.02 0.02 -0.044
C 3.812 0.485 1.653 0.00 0.00 0.00 -0.012
C 5.049 0.895 3.806 0.00 0.00 0.00 -0.044
C 2.325 2.807 1.994 0.00 0.01 0.00 -0.046
C 1.363 -0.963 -3.935 0.00 -0.01 -0.01 -0.675
C 2.136 1.995 0.881 0.02 0.01 -0.03 -0.291
C 4.019 1.273 2.779 0.00 -0.01 0.00 -0.257
C -3.223 1.094 -1.706 -0.03 -0.02 0.06 -0.078
C -1.610 2.127 -0.340 -0.09 -0.04 0.07 -0.386
C 2.874 0.838 0.694 0.02 0.01 0.01 -0.033
C -3.454 3.391 -1.084 -0.02 0.00 -0.02 -0.033
C -2.273 -2.836 0.251 -0.63 -0.12 -0.16 -0.542
H -3.010 -2.447 2.257 -0.01 -0.01 0.01 0.096
H -3.320 -4.274 -0.940 -0.01 0.00 0.00 0.092
H -1.869 4.202 0.151 0.00 0.00 0.00 0.120
H 2.724 0.224 -0.181 -0.01 0.00 0.00 0.086
H 1.745 3.712 2.108 0.00 0.00 0.00 0.116
H -3.142 -1.101 0.373 0.03 0.03 -0.02 0.090
H 4.666 1.038 4.816 0.00 0.00 0.00 0.082
H 5.353 -0.145 3.697 0.00 0.00 0.00 0.078
H -1.868 -3.616 -1.715 0.00 -0.01 -0.02 0.073
H 4.386 -0.423 1.520 0.00 0.00 0.00 0.121
H -4.871 2.302 -2.304 0.00 0.00 0.00 0.110
H -3.521 0.173 -2.189 0.02 0.00 -0.01 0.127
H -4.032 -3.524 1.277 0.00 0.01 0.00 0.092
H 5.940 1.518 3.701 0.00 0.00 0.00 0.087
H -4.012 4.317 -1.128 0.00 0.00 0.00 0.116
H -2.508 -4.117 1.978 0.01 -0.01 0.00 0.097
H -1.705 -4.799 -0.409 -0.01 0.01 0.00 0.099
H 3.423 3.062 3.806 0.00 0.00 0.00 0.118

Entry 2:
93
Properties=species:S:1:pos:R:3:forces:R:3:lowdin_charge:R:1 method="wB97M-V/def2-TZVPD" total_energy_ha=-4151.24110 de_lowest_ev=2.453 multiplicity=2 e_homo_ev="-7.567 / -7.441" e_lumo_ev="-0.92 / 0.05"
Ru -0.740 -0.353 -0.459 2.13 0.70 0.48 1.289
Cl -0.014 -6.262 -3.640 0.00 0.05 0.02 0.678
Cl -2.049 -4.225 -4.791 -0.02 -0.01 -0.02 0.676
Cl 1.126 -2.891 0.343 0.04 0.08 -0.03 0.829
Cl 1.579 -5.540 -1.069 -0.01 -0.01 0.01 0.678
Cl -2.536 -1.558 -3.441 0.12 -0.18 0.02 0.783
O -1.376 -4.058 5.066 -0.15 -0.04 -0.03 -0.067
O 0.996 0.206 0.948 0.32 -0.07 -0.38 -0.092
O -1.364 -1.069 1.415 -0.49 -0.69 -0.29 -0.198
N 1.107 0.156 -1.777 -0.77 -0.11 -0.53 0.007
C 1.198 -1.863 3.916 0.03 0.11 -0.12 -0.032
C -0.562 3.147 1.792 -0.07 -0.03 0.00 -0.536
C 4.625 1.064 -4.108 -0.07 -0.02 0.04 -0.037
C -1.567 4.246 2.192 0.03 0.08 -0.04 -0.035
C -2.776 1.722 -2.421 -0.04 0.14 0.22 -0.519
C -4.082 1.068 -2.894 0.03 0.12 -0.10 -0.090
C -0.710 -1.586 2.402 0.01 0.38 -0.07 -0.365
C -3.083 3.236 -2.414 -0.07 0.09 0.03 -0.045
C -4.145 -1.380 -0.230 -0.01 -0.06 0.01 -0.052
C -5.605 0.681 -0.167 -0.05 -0.07 0.07 -0.043
C 0.187 -3.202 -1.073 -0.15 -0.30 -0.04 -0.698
C -4.577 -0.239 1.903 -0.06 0.07 -0.01 -0.067
C 1.832 -0.808 -2.354 0.05 0.16 -0.05 -0.098
C -2.310 1.353 -0.996 -0.29 -1.45 -0.29 -0.169
C 0.532 -2.785 4.660 -0.07 -0.05 0.04 -0.011
C -4.332 0.003 0.404 0.08 0.16 -0.14 -0.505
C 3.417 0.741 -3.272 0.18 0.07 -0.14 -0.257
C -0.067 2.469 3.075 -0.14 0.05 0.04 -0.020
C -1.392 -2.547 3.194 0.04 0.08 0.02 0.051
C 1.547 1.410 -1.932 0.20 -0.10 0.12 -0.123
C -2.471 1.446 1.295 0.27 0.59 0.32 -0.031
C 0.627 3.779 1.072 0.06 -0.01 -0.02 -0.044
C 1.412 -0.327 1.990 -0.23 0.10 0.15 -0.458
C -1.185 -3.837 -3.352 -0.06 0.11 0.00 -0.709
C -1.320 2.208 0.884 0.09 -0.13 0.15 -0.154
C -1.627 1.503 -3.423 0.01 0.19 0.01 -0.085
C -1.385 -2.616 -2.696 -0.04 -0.04 -0.12 -0.647
C 2.674 1.739 -2.655 0.01 0.04 0.03 -0.006
C 0.626 -1.233 2.779 0.11 -0.09 0.12 -0.179
C -1.205 2.097 -0.494 -0.43 0.02 0.56 -0.140
C -0.714 -2.228 -1.533 -0.35 0.22 0.49 -0.262
C 2.826 0.029 2.399 -0.04 0.03 0.05 -0.007
C -0.787 -3.128 4.282 -0.01 -0.04 0.03 -0.276
C 0.421 -4.429 -1.697 0.03 0.06 0.10 -0.715
C -3.091 0.895 0.229 -0.70 0.21 -0.75 -0.128
C -2.699 -4.449 4.725 0.09 0.02 0.03 -0.072
C 2.975 -0.560 -3.094 0.01 -0.08 0.04 0.001
C -0.276 -4.755 -2.850 0.01 -0.10 -0.07 -0.719
H -5.836 0.340 -1.176 0.02 0.03 0.16 0.062
H 2.970 2.778 -2.732 -0.02 -0.02 0.01 0.120
H -3.450 3.538 -3.400 0.02 -0.01 0.06 0.092
H 5.203 1.878 -3.670 -0.02 -0.03 0.00 0.083
H -3.000 -5.185 5.463 0.03 -0.02 0.03 0.091
H 0.263 3.236 3.782 -0.02 -0.05 -0.02 0.091
H -4.166 0.016 -2.660 -0.04 0.03 0.04 0.000
H -5.513 1.770 -0.181 -0.01 -0.05 0.03 0.085
H 5.273 0.195 -4.220 -0.01 0.01 0.01 0.080
H -2.372 3.839 2.807 0.03 0.00 -0.04 0.087
H -3.787 -1.322 -1.254 -0.04 0.01 0.02 0.012
H -6.463 0.433 0.463 0.04 -0.02 -0.03 0.080
H -2.766 1.310 2.322 0.14 -0.07 0.02 0.113
H -2.202 3.835 -2.179 -0.03 -0.02 -0.03 0.077
H -0.852 2.267 -3.303 -0.07 -0.03 0.00 0.074
H -4.940 1.578 -2.457 0.13 0.00 -0.09 0.065
H -2.731 -4.895 3.729 0.00 -0.01 -0.02 0.097
H -1.053 5.022 2.768 -0.03 -0.03 -0.01 0.087
H -3.418 -1.956 0.344 0.02 0.00 -0.03 0.071
H 3.485 -0.820 2.197 -0.02 0.02 0.02 0.096
H -2.004 1.574 -4.445 0.01 0.07 0.01 0.087
H 4.316 1.381 -5.106 0.00 -0.01 0.03 0.091
H 0.772 1.815 2.868 0.07 -0.04 0.02 0.058
H -2.015 4.711 1.309 0.03 -0.02 0.04 0.091
H 2.907 0.279 3.457 -0.01 -0.01 -0.05 0.084
H 0.304 4.407 0.236 0.01 -0.04 0.03 0.088
H 3.512 -1.394 -3.532 -0.04 0.03 0.03 0.121
H -3.860 3.468 -1.679 0.04 0.00 -0.02 0.089
H 3.153 0.875 1.797 -0.02 -0.04 0.00 0.085
H -4.874 0.680 2.419 0.03 -0.06 -0.02 0.090
H 1.188 4.411 1.765 -0.03 0.00 -0.04 0.090
H -2.394 -2.802 2.882 0.01 0.00 0.00 0.105
H -4.158 1.180 -3.980 0.00 -0.02 0.04 0.090
H 2.211 -1.612 4.206 -0.03 0.01 -0.05 0.107
H -0.853 1.878 3.552 0.04 0.03 -0.02 0.091
H -3.380 -3.597 4.761 -0.02 0.02 0.01 0.094
H 0.987 2.178 -1.431 0.11 -0.03 -0.02 0.068
H -1.160 0.535 -3.306 0.06 -0.06 0.02 0.011
H 0.976 -3.262 5.523 -0.03 0.01 -0.04 0.116
H -5.100 -1.918 -0.232 0.07 0.04 0.02 0.094
H -5.397 -0.954 2.005 0.02 0.03 0.00 0.088
H -0.588 2.713 -1.118 -0.04 0.03 0.04 0.083
H -3.692 -0.655 2.385 -0.05 0.01 -0.03 0.067
H 1.304 3.006 0.696 -0.03 0.03 0.03 0.073
H 1.488 -1.819 -2.226 0.02 0.02 -0.08 0.077

Entry 3:
92
Properties=species:S:1:pos:R:3:forces:R:3:lowdin_charge:R:1 method="wB97M-V/def2-TZVPD" total_energy_ha=-3804.93611 de_lowest_ev=0.000 e_homo_ev=-6.095 e_lumo_ev=-2.35
Cl 3.820 4.817 -3.961 -0.24 0.23 -0.34 0.491
Cl 3.550 4.886 -7.029 -0.20 0.24 0.45 0.482
Cl -4.859 6.151 -5.578 -0.14 -0.01 -0.02 0.738
Cl 4.008 7.509 -5.470 -0.43 -0.54 0.06 0.508
O 1.870 0.467 2.895 0.83 -0.84 -0.24 -0.015
O 1.773 5.992 -5.322 -2.34 -1.11 0.47 -0.056
N 1.139 -2.282 2.606 -1.13 -0.43 -1.21 0.065
N 0.220 -1.733 0.693 0.47 -1.22 1.20 0.147
N 0.971 -3.457 1.892 -0.20 0.58 -0.45 0.193
C 0.026 -1.209 5.154 -0.35 0.45 0.20 -0.030
C -0.616 -6.250 -0.924 0.22 0.10 -0.23 -0.073
C -1.600 0.578 -2.348 0.19 -0.17 0.21 -0.261
C 0.344 0.042 -0.971 -0.29 0.45 -0.22 -0.188
C -3.777 1.464 0.918 0.16 0.12 0.16 -0.101
C -0.375 -1.005 -0.389 -0.41 0.42 -0.39 -0.145
C -2.446 1.795 1.128 0.23 -0.49 0.06 -0.036
C 0.944 5.029 -5.179 0.89 1.30 -1.30 -0.020
C 0.336 -3.728 -1.718 -0.20 0.05 0.83 -0.021
C 1.774 0.336 -0.633 0.51 0.21 -0.14 -0.016
C 3.696 -3.588 2.563 0.52 -0.47 -0.32 -0.045
C -2.733 4.484 -5.574 0.06 0.19 -0.17 -0.079
C 3.139 -2.976 3.803 -0.35 0.52 0.20 -0.186
C -1.569 0.892 1.806 -0.77 0.34 -0.25 -0.196
C 2.228 -1.769 6.153 -0.18 -0.23 -0.36 0.002
C 0.226 -4.054 -0.347 -0.05 -1.21 -0.69 -0.160
C -1.370 4.218 -5.510 0.13 0.33 0.32 0.000
C -0.305 0.854 -1.913 0.16 -0.44 0.18 0.008
C 3.906 -2.992 4.970 -0.20 -0.04 0.04 -0.001
C 0.811 0.167 2.301 -2.29 3.57 0.09 -0.399
C -2.263 -0.519 -1.803 0.24 -0.14 0.04 0.005
C -2.240 1.443 -3.396 -0.17 0.19 -0.15 -0.055
C -4.309 0.289 1.456 -0.17 -0.33 0.09 -0.115
C 0.286 2.598 2.173 0.12 0.32 0.02 -0.055
C -1.670 -1.322 -0.818 -0.20 0.42 0.02 -0.182
C -2.269 6.884 -5.517 0.22 -0.16 -0.10 -0.069
C -0.182 1.207 1.983 1.63 -3.06 0.62 -0.206
C 4.316 -2.407 7.395 0.12 0.03 0.18 -0.052
C -0.655 -5.866 -2.271 0.10 0.15 0.11 -0.076
C -0.451 5.284 -5.383 -0.47 0.34 0.10 -0.156
C 1.398 -1.775 5.026 0.50 -0.25 -0.29 -0.181
C -3.494 -0.563 2.206 0.00 0.25 -0.30 -0.107
C 0.467 -3.115 0.734 0.55 1.20 0.93 -0.190
C -0.134 -5.367 0.036 -0.25 0.64 -0.35 -0.019
C -0.138 -4.625 -2.669 0.01 -0.30 0.11 -0.070
C -2.144 -0.272 2.367 -0.04 0.03 -0.08 -0.049
C -0.907 6.623 -5.454 -0.39 -0.44 0.12 0.036
C 3.473 -2.392 6.151 -0.06 0.10 -0.25 -0.258
C 0.613 -1.248 1.925 0.69 -0.30 -0.69 -0.067
C -2.469 -2.458 -0.253 -0.36 -0.33 0.13 -0.028
C 1.885 -2.338 3.826 0.56 0.09 1.28 -0.097
C -3.182 5.817 -5.548 0.99 -0.30 0.00 -0.649
B 3.236 5.828 -5.430 1.92 -0.38 -0.06 -1.864
H 2.975 -4.259 2.089 0.36 0.15 0.06 0.063
H -5.364 0.044 1.311 0.31 0.12 0.07 0.096
H 2.258 -0.482 -0.086 -0.10 0.28 -0.05 0.086
H 2.336 0.487 -1.568 -0.13 -0.06 0.26 0.092
H 1.864 -1.275 7.058 0.09 -0.24 -0.24 0.125
H 0.778 -2.771 -2.008 -0.34 -0.27 0.01 0.123
H -0.562 3.286 2.223 0.19 0.03 0.07 0.071
H -3.457 3.677 -5.662 0.17 0.18 0.05 0.114
H -0.991 3.194 -5.557 -0.23 0.33 0.13 0.116
H -2.120 -2.758 0.741 -0.11 0.05 -0.20 0.081
H -0.074 -5.642 1.090 -0.19 0.10 -0.32 0.117
H -3.524 -2.165 -0.155 0.36 -0.04 -0.02 0.085
H -0.198 -1.046 6.215 -0.03 -0.09 -0.23 0.086
H -4.415 2.141 0.347 0.12 -0.17 0.18 0.100
H -0.111 -4.354 -3.725 0.02 -0.12 0.30 0.109
H 5.245 -2.962 7.240 -0.11 0.08 0.01 0.074
H -2.297 2.489 -3.070 0.01 -0.17 0.01 0.082
H -0.961 -7.237 -0.618 0.10 0.21 -0.13 0.107
H -0.181 7.431 -5.438 -0.15 -0.10 0.08 0.137
H 4.588 -4.168 2.826 -0.13 0.12 -0.13 0.080
H 1.303 4.009 -5.029 0.22 0.12 0.15 0.142
H -2.628 7.907 -5.555 0.00 -0.19 0.04 0.115
H -3.906 -1.456 2.675 0.02 0.18 -0.14 0.106
H 4.009 -2.829 1.833 -0.18 -0.07 0.11 0.095
H -1.065 -6.546 -3.020 0.14 0.20 0.23 0.106
H -1.658 1.430 -4.327 -0.08 -0.10 0.18 0.069
H -3.255 1.110 -3.633 0.14 0.02 0.06 0.080
H -2.044 2.739 0.744 -0.16 -0.42 0.05 0.107
H 3.783 -2.869 8.234 0.05 0.05 -0.17 0.083
H 0.238 1.711 -2.320 -0.10 -0.27 0.06 0.126
H 4.574 -1.387 7.704 -0.02 -0.15 -0.08 0.086
H -3.276 -0.758 -2.136 0.28 0.06 0.13 0.126
H 0.946 2.916 1.354 0.02 0.11 0.11 0.078
H 0.877 2.654 3.097 -0.10 0.12 -0.17 0.086
H -0.055 -0.230 4.665 -0.04 -0.19 -0.06 0.086
H -1.517 -0.928 2.980 -0.41 0.35 -0.18 0.081
H -0.738 -1.882 4.751 0.12 0.11 0.00 0.085
H 4.879 -3.489 4.936 -0.27 0.14 0.05 0.117
H 1.874 1.264 -0.049 -0.06 -0.40 -0.04 0.088
H -2.430 -3.341 -0.911 0.07 0.23 0.15 0.089

Entry 4:
27
Properties=species:S:1:pos:R:3:forces:R:3:lowdin_charge:R:1 method="wB97M-V/def2-TZVPD" total_energy_ha=-734.15002 de_lowest_ev=3.209 smiles="[H]/N=C1/C=CC=C[C@@H]1CC=[Si](C)C" e_homo_ev=-7.770 e_lumo_ev=0.42
Si 0.595 -1.967 0.990 0.16 0.03 -0.49 0.781
N -1.624 0.286 0.819 -1.65 -0.30 -0.61 0.142
C -0.504 -2.668 -0.447 1.86 -0.39 -1.36 -0.219
C 0.350 1.620 0.138 -0.83 0.19 3.41 -0.259
C 1.566 -0.491 0.876 -2.79 -2.19 -2.41 -0.261
C -1.252 2.435 -2.015 -0.45 2.42 -2.69 -0.107
C 1.329 0.466 -0.275 0.87 0.33 0.31 -0.253
C 0.043 3.107 -1.792 -1.33 0.81 -0.63 -0.085
C 0.604 2.854 -0.623 3.07 0.01 -0.93 -0.105
C 0.465 -3.189 2.477 0.27 0.19 -1.09 -0.214
C -1.804 1.610 -1.169 -1.61 -1.13 0.29 -0.069
C -1.111 1.140 0.041 1.05 -0.27 -0.54 -0.340
H -2.001 2.735 -2.841 1.95 -0.22 0.89 0.129
H 0.507 1.811 1.314 -0.07 -0.32 -2.54 0.183
H 1.615 3.298 -0.508 -0.72 -0.06 0.52 0.121
H -1.483 -2.931 -0.124 -0.86 0.07 0.57 -0.002
H 2.265 0.868 -0.747 -0.55 -0.02 0.94 0.125
H 0.430 3.902 -2.470 -0.48 -0.81 0.58 0.114
H -0.082 -3.666 -0.843 -0.26 1.44 0.73 0.049
H -0.209 -4.044 2.273 -0.28 0.89 0.10 0.028
H 0.202 -2.600 3.371 0.31 -0.74 -0.15 0.025
H -0.610 -2.027 -1.362 0.18 -0.33 0.98 0.031
H 2.200 -0.025 1.509 1.91 0.66 2.76 -0.009
H -2.812 1.366 -1.560 0.48 -0.71 1.48 0.116
H -1.038 -0.078 1.539 0.73 0.52 0.67 -0.004
H 0.941 -0.085 -1.076 -1.15 -0.58 -1.43 0.068
H 1.419 -3.727 2.506 0.20 0.52 0.66 0.014